This record from OMol25 describes C31H34CsN8O7P as an isolated structure at a distorted geometry. The level of theory is ωB97M-V/def2-TZVPD.

## Properties
**ΔE to the lowest compared entry with this formula, charge and spin**: 115.3 kJ/mol
**HOMO energy**: -0.0430 Eh
**E**: -2528.09615 a.u.
**Charge**: -2

Each line ends with the Mulliken charge.
Atoms and positions in Å:
Cs 0.230 -1.303 -0.506  1.7663
C 1.492 2.644 -3.682  -0.6382
C 2.602 3.414 -3.390  -0.6330
C 2.902 3.690 -2.064  -0.6817
C 2.070 3.184 -1.072  0.3600
N 0.990 2.460 -1.355  -0.1510
C 0.713 2.188 -2.623  0.3384
C 2.356 3.386 0.385  0.7338
C 3.147 4.430 0.860  -0.8013
C 3.355 4.521 2.225  -0.6010
C 2.781 3.588 3.071  -0.7788
C 1.999 2.579 2.512  0.7460
N 1.804 2.503 1.203  0.0244
C 1.308 1.528 3.332  0.4477
C 1.466 1.420 4.709  -0.8250
C 0.776 0.422 5.384  -0.3734
C -0.043 -0.435 4.672  -1.1700
C -0.135 -0.252 3.296  0.0568
N 0.521 0.702 2.651  0.1433
H 1.241 2.379 -4.700  0.3057
H 3.245 3.779 -4.182  0.4001
H 3.791 4.254 -1.814  0.2431
H -0.156 1.560 -2.793  0.2676
H 3.569 5.165 0.188  0.3050
H 3.958 5.324 2.631  0.4048
H 2.934 3.657 4.139  0.2491
H 2.116 2.088 5.257  0.2496
H 0.889 0.314 6.456  0.3897
H -0.583 -1.239 5.151  0.4686
H -0.747 -0.905 2.683  0.5806
O -0.824 -4.694 2.149  -0.8128
C -0.547 -3.835 1.299  0.8207
O -1.279 -2.851 0.921  -0.5917
C 0.840 -3.833 0.571  -0.0541
O 0.972 -4.585 -0.423  -0.7704
O 1.655 -2.964 0.999  -0.7599
C 1.233 -4.377 -3.736  -1.2538
C 1.612 -3.355 -4.804  -1.4073
C 0.617 -2.192 -4.924  2.5857
C 1.058 -1.265 -6.076  -1.4528
C 0.138 -0.071 -6.326  -1.0253
C -0.745 -2.752 -5.280  -0.1513
O -0.919 -3.493 -6.236  -0.7382
N -1.768 -2.351 -4.487  0.2137
C -1.701 -1.353 -3.472  -0.3409
O -2.795 -0.992 -3.040  -0.7258
N -0.508 -0.890 -3.079  0.0600
C 0.637 -1.350 -3.634  -0.1613
O 1.736 -1.040 -3.179  -0.7279
H 1.969 -5.182 -3.705  0.4674
H 0.262 -4.830 -3.952  0.2496
H 1.194 -3.956 -2.729  0.3388
H 1.673 -3.837 -5.784  0.3662
H 2.585 -2.919 -4.572  0.4561
H 1.125 -1.875 -6.979  0.4327
H 2.062 -0.912 -5.826  0.4180
H -0.864 -0.398 -6.614  0.2914
H 0.530 0.552 -7.133  0.4673
H 0.039 0.547 -5.430  0.0021
H -2.693 -2.691 -4.702  0.2751
C -5.490 1.838 0.660  -0.9457
N -4.624 1.140 1.602  0.0743
C -5.101 -0.241 1.721  -1.0409
N -5.209 -0.950 0.453  0.0847
C -6.045 -0.175 -0.450  -0.9074
N -5.605 1.207 -0.653  0.0467
C -4.320 1.240 -1.372  -1.2406
P -2.915 0.338 -0.533  0.9703
C -3.228 1.160 1.128  -1.2180
C -3.880 -1.206 -0.133  -0.9289
H -5.119 2.858 0.528  0.4022
H -6.494 1.885 1.096  0.3196
H -6.094 -0.213 2.183  0.2803
H -4.423 -0.795 2.372  0.4187
H -7.060 -0.143 -0.037  0.2936
H -6.074 -0.676 -1.419  0.4527
H -4.024 2.287 -1.501  0.4393
H -4.452 0.809 -2.365  0.4446
H -2.900 2.202 1.057  0.4557
H -2.596 0.683 1.881  0.3798
H -3.279 -1.825 0.540  0.5396
H -4.002 -1.769 -1.059  0.3811